# 1
Formula: C38H41ClCsN4O4Sb
Source: OMol25
Level of theory: ωB97M-V/def2-TZVPD

Each line ends with the Löwdin charge.
Positions of all 90 atoms, in Å:
Cs1 0.83 -0.42 -0.34  1.07
O1 1.87 -3.61 0.52  -0.14
C1 2.39 -4.28 -0.42  -0.44
C2 2.22 -5.70 -0.56  -0.06
C3 2.74 -6.38 -1.64  -0.14
C4 3.48 -5.74 -2.64  -0.15
C5 3.69 -4.37 -2.52  -0.08
C6 3.18 -3.65 -1.45  -0.16
C7 3.47 -2.22 -1.22  -0.21
N1 3.45 -1.24 -2.03  0.00
C8 2.99 -1.43 -3.39  -0.26
C9 2.31 -0.16 -3.90  -0.26
N2 0.96 0.01 -3.39  -0.02
C10 0.16 0.65 -4.16  -0.15
C11 -1.23 1.02 -3.94  -0.15
C12 -1.89 1.58 -5.04  -0.10
C13 -3.21 1.98 -5.02  -0.16
C14 -3.92 1.80 -3.82  -0.14
C15 -3.32 1.27 -2.71  -0.05
C16 -1.93 0.86 -2.68  -0.43
O2 -1.42 0.43 -1.62  -0.31
H1 1.67 -6.21 0.21  0.10
H2 2.58 -7.46 -1.72  0.08
H3 3.89 -6.29 -3.47  0.07
H4 4.28 -3.85 -3.26  0.10
H5 3.76 -1.98 -0.20  0.11
H6 2.31 -2.28 -3.50  0.12
H7 3.85 -1.61 -4.04  0.11
H8 2.32 -0.17 -5.00  0.10
H9 2.92 0.69 -3.56  0.11
H10 0.54 0.99 -5.14  0.11
H11 -1.31 1.71 -5.96  0.09
H12 -3.68 2.40 -5.89  0.07
H13 -4.96 2.09 -3.77  0.08
H14 -3.86 1.13 -1.78  0.10
Cl1 5.53 0.14 6.23  0.56
C17 4.18 0.30 5.11  -0.69
C18 2.88 0.06 5.57  -0.14
C19 1.82 0.18 4.72  -0.01
C20 1.97 0.54 3.32  -0.39
O3 0.97 0.63 2.57  -0.18
C21 3.33 0.77 2.90  -0.13
C22 3.69 1.18 1.56  -0.26
O4 2.96 1.45 0.62  -0.12
C23 4.40 0.64 3.80  -0.10
H15 2.73 -0.21 6.61  0.09
H16 0.81 -0.01 5.06  0.10
H17 4.79 1.27 1.42  0.11
H18 5.41 0.81 3.44  0.10
N3 -0.83 -4.24 -0.11  0.16
C24 -2.14 -4.04 0.17  -0.25
C25 -3.14 -4.89 -0.28  -0.05
C26 -4.49 -4.64 0.01  -0.12
C27 -4.88 -3.55 0.74  -0.09
C28 -3.89 -2.65 1.21  -0.17
C29 -4.21 -1.49 1.95  -0.03
C30 -3.21 -0.66 2.36  -0.05
C31 -1.87 -0.97 2.02  -0.14
N4 -1.55 -2.04 1.34  0.11
C32 -2.53 -2.88 0.93  -0.15
H19 -0.56 -5.06 -0.62  0.09
H20 -0.07 -3.74 0.35  0.06
H21 -2.87 -5.76 -0.86  0.10
H22 -5.24 -5.33 -0.37  0.09
H23 -5.93 -3.36 0.95  0.09
H24 -5.24 -1.27 2.18  0.11
H25 -3.42 0.25 2.92  0.09
H26 -1.06 -0.32 2.32  0.07
C33 -2.54 5.24 0.09  -0.21
C34 -1.55 4.32 -0.62  -0.44
Sb1 -0.30 2.96 0.54  1.44
C35 1.16 4.39 1.30  -0.44
C36 0.80 5.87 1.29  -0.21
C37 -1.54 2.87 2.33  -0.44
C38 -1.50 4.02 3.32  -0.20
H27 -3.17 5.78 -0.62  0.06
H28 -2.02 5.99 0.70  0.04
H29 -3.20 4.68 0.75  0.05
H30 -0.88 4.90 -1.25  0.04
H31 -2.09 3.65 -1.30  0.02
H32 2.05 4.21 0.69  0.03
H33 1.41 4.04 2.30  0.04
H34 0.51 6.20 0.29  0.05
H35 1.65 6.49 1.59  0.06
H36 -0.03 6.10 1.96  0.04
H37 -1.19 1.96 2.82  0.01
H38 -2.56 2.68 1.99  0.04
H39 -0.48 4.23 3.65  0.05
H40 -2.09 3.79 4.22  0.06
H41 -1.91 4.95 2.90  0.04

Energy (Ha): -2713.2760
Strongest force on any atom (hartree/bohr): 0.014
Charge: -2
LUMO energy (eV): 3.86
Relative energy (zero: lowest compared OMol25 entry of this formula, charge and spin) (kcal/mol): 10.3
Gap between HOMO and LUMO (hartree): 0.221


# 2
Formula: C38H41LaN6O4PS2
Source: OMol25
Level of theory: ωB97M-V/def2-TZVPD

Each line ends with the Löwdin charge.
Positions of all 93 atoms, in Å:
La1 0.81 0.24 1.05  1.84
C1 6.64 -2.87 -1.70  -0.08
C2 5.44 -2.97 -0.73  -0.22
N1 4.83 -1.66 -0.58  -0.05
C3 3.73 -1.41 0.08  -0.86
S1 3.65 0.23 0.63  0.50
N2 2.94 -2.43 0.32  -0.03
N3 1.75 -2.22 0.85  -0.11
C4 1.09 -3.23 1.38  -0.25
C5 1.82 -4.58 1.42  -0.01
C6 -0.22 -3.03 1.87  -0.25
C7 -1.09 -4.03 2.28  0.04
C8 -2.38 -3.65 2.81  -0.03
C9 -2.73 -2.32 2.85  -0.06
C10 -1.82 -1.42 2.36  -0.16
N4 -0.65 -1.74 1.86  -0.04
H1 6.45 -3.44 -2.58  0.05
H2 6.75 -1.83 -2.05  0.07
H3 7.55 -3.30 -1.21  0.09
H4 4.67 -3.62 -1.29  0.13
H5 5.73 -3.34 0.31  0.14
H6 5.41 -0.88 -0.76  0.08
H7 2.67 -4.56 0.76  0.05
H8 2.19 -4.82 2.42  0.10
H9 1.21 -5.43 1.18  0.07
H10 -0.72 -5.09 2.33  0.13
H11 -3.04 -4.43 3.28  0.13
H12 -3.66 -1.99 3.45  0.15
H13 -2.15 -0.38 2.26  0.11
O1 -1.60 3.17 -0.28  -0.28
S2 -0.94 1.94 -0.65  0.48
O2 0.54 2.04 -0.53  -0.52
O3 -1.37 0.76 0.16  -0.51
C11 -1.21 1.60 -2.38  -0.28
C12 -1.94 2.56 -3.04  -0.03
C13 -2.37 2.33 -4.38  -0.02
C14 -1.72 1.32 -5.09  -0.06
C15 -0.89 0.41 -4.45  -0.07
C16 -0.73 0.47 -3.05  -0.36
P1 0.27 -0.82 -2.31  1.06
C17 -0.61 -2.38 -2.63  -0.35
C18 -1.88 -2.51 -3.21  -0.08
C19 -2.36 -3.78 -3.54  -0.07
C20 -1.65 -4.92 -3.14  -0.09
C21 -0.46 -4.80 -2.44  -0.08
C22 0.11 -3.53 -2.16  -0.11
C23 1.66 -0.88 -3.44  -0.41
C24 2.36 0.30 -3.68  -0.09
C25 3.46 0.27 -4.52  -0.04
C26 3.95 -0.98 -5.02  -0.09
C27 3.26 -2.14 -4.79  -0.08
C28 2.14 -2.07 -3.92  -0.09
H14 -2.28 3.35 -2.41  0.10
H15 -3.10 2.96 -4.87  0.11
H16 -1.86 1.29 -6.15  0.11
H17 -0.32 -0.39 -5.01  0.14
H18 -2.47 -1.61 -3.40  0.11
H19 -3.31 -3.89 -4.04  0.10
H20 -1.99 -5.97 -3.32  0.12
H21 0.06 -5.74 -2.14  0.12
H22 1.10 -3.34 -1.78  0.07
H23 1.98 1.18 -3.17  0.11
H24 3.95 1.18 -4.80  0.10
H25 4.86 -0.95 -5.61  0.10
H26 3.59 -3.16 -5.18  0.14
H27 1.65 -3.06 -3.84  0.10
C29 -4.47 4.06 6.09  -0.08
C30 -4.44 3.69 4.62  -0.23
N5 -3.20 3.94 3.86  -0.05
C31 -3.32 4.81 2.67  -0.21
C32 -3.29 6.29 3.03  -0.07
C33 -2.13 3.05 4.13  -0.38
O4 -2.29 2.11 4.90  0.04
C34 -0.82 3.23 3.49  -0.09
C35 -0.25 4.34 2.80  0.02
C36 1.02 4.21 2.28  -0.04
C37 1.82 3.05 2.42  -0.12
N6 1.28 1.97 3.10  -0.07
C38 -0.02 2.13 3.73  -0.04
H28 -5.39 3.61 6.56  0.09
H29 -4.58 5.18 6.19  0.08
H30 -3.53 3.68 6.60  0.09
H31 -5.18 4.28 4.03  0.12
H32 -4.71 2.64 4.46  0.12
H33 -4.21 4.50 2.15  0.12
H34 -2.45 4.52 2.00  0.10
H35 -4.19 6.56 3.60  0.08
H36 -3.33 6.85 2.09  0.08
H37 -2.43 6.64 3.58  0.07
H38 -0.78 5.27 2.68  0.10
H39 1.54 5.10 1.89  0.13
H40 2.84 2.96 2.07  0.10
H41 -0.30 1.28 4.37  0.13

Energy (Ha): -3271.3487
Strongest force on any atom (hartree/bohr): 0.086
Charge: +1
LUMO energy (eV): -3.05
Relative energy (zero: lowest compared OMol25 entry of this formula, charge and spin) (kcal/mol): 0.0
Gap between HOMO and LUMO (hartree): 0.265


# 3
Formula: C38H42As2EuN3O8
Source: OMol25
Level of theory: ωB97M-V/def2-TZVPD

Each line ends with the Mulliken spin population.
Positions of all 94 atoms, in Å:
Eu1 0.33 1.84 -0.67  6.86
O1 0.16 5.74 1.11  0.00
C1 -0.04 4.44 0.90  0.00
O2 -0.51 3.98 -0.11  0.00
C2 0.24 3.61 2.15  0.01
O3 0.88 2.37 1.89  0.00
C3 2.31 2.47 1.69  0.00
C4 2.45 2.74 0.20  0.03
O4 2.12 3.88 -0.19  0.01
O5 2.57 1.74 -0.57  0.00
H1 -0.04 6.20 0.28  0.00
H2 0.82 4.19 2.86  0.00
H3 -0.73 3.37 2.58  0.00
H4 2.72 3.28 2.29  0.00
H5 2.75 1.52 1.96  0.00
C5 2.96 0.61 -3.36  0.00
As1 1.94 2.19 -3.56  0.01
C6 2.96 3.75 -3.25  0.00
C7 1.60 2.23 -5.44  0.00
O6 0.45 2.15 -2.80  0.00
H6 3.93 0.77 -3.83  0.00
H7 2.43 -0.18 -3.89  0.00
H8 3.09 0.38 -2.31  0.00
H9 3.80 3.72 -3.94  0.00
H10 3.29 3.79 -2.22  0.00
H11 2.32 4.59 -3.47  0.00
H12 2.52 2.07 -5.99  0.00
H13 1.17 3.19 -5.70  0.00
H14 0.89 1.44 -5.67  0.00
O7 -1.75 1.40 -0.19  0.02
As2 -2.94 0.67 -1.11  0.01
C8 -2.01 -0.70 -2.07  0.01
C9 -1.11 -1.36 -1.05  0.00
C10 0.61 -2.26 -2.01  0.00
C11 0.30 -2.18 -3.49  0.00
C12 -0.75 -1.57 -4.05  0.00
C13 -1.80 -0.76 -3.39  0.00
C14 -3.92 1.95 -2.09  0.00
C15 -4.26 3.11 -1.40  0.00
C16 -5.03 4.08 -2.03  0.00
C17 -5.45 3.88 -3.33  0.00
C18 -5.11 2.72 -4.02  0.00
C19 -4.35 1.75 -3.40  0.00
C20 -4.11 -0.27 0.05  0.00
C21 -4.45 -1.59 -0.21  0.00
C22 -5.28 -2.27 0.67  0.00
C23 -5.76 -1.63 1.80  0.00
C24 -5.42 -0.31 2.06  0.00
C25 -4.59 0.38 1.19  0.00
H15 -1.45 -1.16 -0.05  -0.01
H16 1.56 -2.75 -1.81  0.00
H17 0.95 -2.74 -4.14  0.00
H18 -0.84 -1.64 -5.13  0.00
H19 -2.41 -0.17 -4.05  0.00
H20 -3.90 3.27 -0.39  0.00
H21 -5.30 4.98 -1.49  0.00
H22 -6.06 4.64 -3.82  0.00
H23 -5.45 2.57 -5.04  0.00
H24 -4.12 0.84 -3.92  0.00
H25 -4.08 -2.08 -1.10  0.00
H26 -5.56 -3.30 0.47  0.00
H27 -6.41 -2.16 2.49  0.00
H28 -5.79 0.19 2.95  0.00
H29 -4.30 1.40 1.40  0.00
C26 5.20 -1.63 6.80  0.00
C27 4.43 -2.54 5.87  0.00
C28 3.76 -3.66 6.34  0.00
C29 3.05 -4.49 5.49  0.00
C30 3.00 -4.23 4.13  0.00
N1 2.29 -5.12 3.27  0.00
C31 1.47 -4.82 2.20  0.00
O8 1.10 -5.67 1.41  0.00
N2 1.10 -3.50 2.12  0.00
C32 0.61 -2.85 0.96  0.00
C33 -0.19 -3.44 0.08  0.01
C34 -0.62 -2.83 -1.23  0.00
C35 0.36 -0.91 -1.30  -0.01
N3 1.00 -0.59 -0.05  0.04
C36 1.08 -1.43 0.88  0.01
C37 3.69 -3.13 3.63  0.00
C38 4.38 -2.29 4.50  0.00
H30 5.09 -1.94 7.84  0.00
H31 4.84 -0.60 6.73  0.00
H32 6.26 -1.62 6.56  0.00
H33 3.79 -3.89 7.40  0.00
H34 2.52 -5.36 5.88  0.00
H35 2.39 -6.11 3.43  0.00
H36 1.46 -2.90 2.85  0.00
H37 -0.47 -4.47 0.28  0.00
H38 -1.27 -3.49 -1.79  0.00
H39 0.47 -0.09 -2.00  -0.02
H40 1.54 -1.06 1.80  0.00
H41 3.72 -2.94 2.56  0.00
H42 4.91 -1.43 4.09  0.00

Energy (Ha): -7421.1039
Multiplicity: 8
Strongest force on any atom (hartree/bohr): 0.050
Expectation value of S²: 15.759
Charge: +1
LUMO energy (alpha / beta) (eV): -2.42 / -2.42
Relative energy (zero: lowest compared OMol25 entry of this formula, charge and spin) (kcal/mol): 95.5
Gap between HOMO and LUMO (alpha / beta) (hartree): 0.202 / 0.293